[1]
{
  "formula": "C6H13N5",
  "method": "ωB97M-V with the def2-TZVPD basis set",
  "symbols": ["C", "C", "C", "C", "C", "C", "N", "N", "N", "N", "N", "H", "H", "H", "H", "H", "H", "H", "H", "H", "H", "H", "H", "H"],
  "coordinates": [[-0.1874, 0.2871, -1.7872], [0.0588, 0.3105, -0.3173], [0.8001, 1.0367, 2.1813], [-1.1211, -0.8536, -2.2055], [1.0712, 0.7936, 3.6348], [-1.8878, -0.6052, -3.4232], [-0.2938, 1.4758, 1.6588], [1.7663, 0.5632, 1.3391], [2.4752, -0.4601, 1.6449], [-1.0868, -1.8467, -1.4857], [-0.5477, 1.2262, 0.3861], [0.8056, 0.1403, -2.3269], [-0.5497, 1.2260, -2.1694], [2.0559, 0.6910, 4.0245], [0.4648, 0.0187, 3.9505], [0.5497, 1.7111, 4.1639], [-1.7533, 0.2957, -4.0241], [-2.9023, -0.5420, -3.0580], [-1.7433, -1.4129, -4.1490], [2.1848, -1.0722, 2.5108], [3.3631, -0.5833, 1.2857], [-1.6937, -2.6482, -1.4917], [-0.6361, -1.7619, -0.5111], [-1.1924, 2.0102, 0.1689]],
  "forces_ev_per_a": [[0.9493, -0.0301, -0.3951], [0.0321, 0.2100, 0.9277], [0.1854, -1.5651, -0.2781], [2.1363, 4.9693, -2.2384], [-2.2047, 4.6718, 0.7324], [-0.4918, -0.8457, -0.9348], [0.0859, 0.3766, 3.1710], [1.4939, -2.0932, -1.9567], [-4.0198, 0.4513, 3.6403], [-0.0276, -3.2865, 5.0822], [0.7316, 0.8889, -0.7406], [-1.0696, -0.0650, 0.5675], [-0.4196, 0.3937, -0.2662], [0.9290, 0.1310, -0.3537], [-1.2381, -1.9655, 0.6030], [1.1940, -1.6706, -0.7421], [0.7178, 0.2235, 0.7579], [-0.8111, -0.3748, -0.2781], [-0.5087, -0.2777, 0.2971], [0.8148, 1.3147, -2.1300], [2.1730, -0.1538, -1.4090], [-0.3736, -0.4568, -0.9040], [-0.2730, -0.0438, -1.9965], [-0.0055, -0.8020, -1.1559]],
  "mulliken_charge": [-0.45, -0.31, 0.75, 0.60, -1.39, -1.23, -0.89, 0.05, -0.27, -0.13, 0.46, 0.36, 0.43, 0.51, 0.44, 0.35, 0.36, 0.38, 0.40, 0.31, 0.27, 0.32, 0.29, 0.38],
  "mol_weight_g_mol": 155.2,
  "homo_ev": [-17.20, -17.20],
  "orbital_gap_ev": [8.0, 8.0],
  "charge": 2
}

---

[2]
{
  "formula": "C4H13NO2",
  "method": "ωB97M-V with the def2-TZVPD basis set",
  "symbols": ["C", "N", "C", "C", "C", "O", "H", "H", "H", "H", "H", "H", "H", "H", "H", "H", "H", "H", "H", "O"],
  "coordinates": [[1.8151, -0.0848, 1.2923], [0.9499, 0.5015, 0.2318], [1.0199, 1.9857, 0.1324], [-0.4361, 0.0505, 0.1431], [-1.0200, 0.3681, -1.2999], [-1.9834, -0.5525, -1.6572], [2.6405, -0.4787, 0.7517], [2.3191, 0.7639, 2.0097], [1.2836, -0.8599, 1.9021], [0.0859, 2.5927, 0.4047], [1.1371, 2.2220, -0.9815], [1.7534, 2.5134, 0.6594], [-1.1995, 0.4291, 0.9361], [-0.4227, -1.0711, 0.2426], [-0.1076, 0.2981, -2.1641], [-1.4480, 1.3963, -1.3900], [-2.5401, -0.6191, -0.7804], [-1.7501, -2.6790, -0.5091], [-0.5738, -3.3373, -0.0357], [-1.5234, -3.4389, 0.1118]],
  "forces_ev_per_a": [[0.2548, 1.6018, 1.3644], [-1.8188, 3.0098, 4.1829], [-1.7062, 0.6659, -3.1528], [-0.7795, -1.6634, -1.2513], [2.8138, 1.0314, -2.1713], [-1.7211, -0.8022, 3.2392], [0.9920, -0.8342, -0.2563], [-1.6112, -1.9181, -1.8846], [0.4248, 0.6927, -0.8140], [0.6131, -1.7170, -0.2716], [-0.0171, -0.2422, 1.2882], [1.7447, -0.2048, 0.8015], [1.8514, -0.0964, -0.8732], [-0.0306, 1.0587, -0.0085], [-2.3864, 0.1330, 2.4731], [0.5745, -0.5255, 0.3591], [0.7639, -0.0945, -2.8248], [-0.5370, -1.5556, 0.8533], [0.3083, -0.9352, 0.4295], [0.2664, 2.3957, -1.4827]],
  "mulliken_spin": [0.00, 0.73, 0.00, 0.03, 0.02, 0.01, 0.04, 0.03, 0.01, 0.03, 0.04, 0.00, 0.05, 0.00, 0.00, 0.00, 0.00, 0.00, 0.00, 0.00],
  "s_squared": 0.755,
  "mol_weight_g_mol": 107.2,
  "homo_ev": [-14.71, -14.70],
  "spin_multiplicity": 2,
  "orbital_gap_ev": [11.6, 6.6],
  "charge": 1
}

---

[3]
{
  "formula": "C3H3Cl3F2N3",
  "method": "ωB97M-V with the def2-TZVPD basis set",
  "symbols": ["C", "C", "C", "N", "N", "N", "F", "F", "Cl", "Cl", "Cl", "H", "H", "H"],
  "coordinates": [[0.1313, 0.7714, -1.1343], [-0.1315, -0.2989, 1.0337], [2.0289, -0.1053, -0.0245], [-0.6363, 0.1846, -0.2184], [1.2986, -0.0834, 1.1013], [1.4817, 0.6472, -1.0969], [1.4971, -1.7364, -0.7941], [1.7312, -0.9030, 2.1520], [-0.6842, 1.4791, -2.4175], [-0.7201, 0.6698, 2.4949], [3.7174, -0.0857, 0.0481], [-0.2250, -1.3024, 1.1203], [-1.6852, 0.2765, -0.3358], [2.1279, 1.2579, -1.6360]],
  "forces_ev_per_a": [[0.1315, -1.0455, 0.1733], [1.0454, 3.6079, 1.2053], [0.0498, -2.9398, -2.3404], [-0.8191, 1.2011, -0.6825], [0.1504, -0.0823, 1.3060], [-1.0401, 1.2396, 0.6106], [0.9602, 2.3924, 1.3786], [0.1154, 0.8046, -1.4837], [0.5412, 0.2061, -0.0426], [-0.3151, -1.0087, -1.4122], [-0.4534, -0.2202, 0.1182], [-1.2383, -3.1812, 0.6165], [1.7231, -0.2750, 0.2509], [-0.8510, -0.6990, 0.3019]],
  "mulliken_charge": [0.47, -0.06, 0.54, -0.13, 0.03, -0.13, -0.52, -0.15, -0.05, -0.10, -0.05, 0.48, 0.30, 0.35],
  "mol_weight_g_mol": 225.4,
  "homo_ev": -15.31,
  "orbital_gap_ev": 9.8,
  "charge": 1
}

---

[4]
{
  "formula": "C9H13N3",
  "method": "ωB97M-V with the def2-TZVPD basis set",
  "symbols": ["C", "C", "C", "C", "C", "C", "C", "C", "C", "H", "H", "H", "H", "H", "H", "H", "H", "H", "H", "H", "H", "H", "N", "N", "N"],
  "coordinates": [[-1.0064, -1.7248, -0.2107], [-0.8622, -0.5597, 0.7443], [-0.8886, -0.6681, 2.1358], [-0.5457, 0.2722, 3.1027], [-0.0134, 1.6932, 1.4824], [-0.4812, 0.7755, 0.3748], [0.6076, 0.6154, -1.7940], [2.0602, 0.1627, -1.4506], [1.7771, 1.3671, -2.2534], [-3.1578, -1.9400, 0.5765], [-2.3697, -3.3522, -0.1368], [-0.9430, -1.4509, -1.5175], [0.1073, -2.3515, 0.1497], [-1.0840, -1.5551, 2.6066], [-1.0429, 0.2144, 4.2711], [0.5124, 2.5999, 1.0771], [0.1883, 2.2693, -0.7397], [0.1753, 0.2856, -2.7304], [2.6049, -0.6979, -2.2273], [2.6727, 0.0391, -0.4515], [2.0465, 1.4225, -3.3253], [2.2398, 2.3437, -1.8641], [-2.2151, -2.5012, 0.3400], [-0.1175, 1.4342, 2.7684], [-0.2642, 1.3062, -0.9282]],
  "forces_ev_per_a": [[1.0301, -1.4667, -0.0010], [1.2362, 3.3241, -0.5452], [0.2792, 0.0595, 0.3373], [-3.5452, -1.0842, 2.4574], [-0.6179, -1.5929, -2.8933], [1.4386, 0.5897, 2.1814], [1.1047, 0.2282, -1.0464], [2.6488, -3.9696, -1.7446], [3.4822, 3.3872, -0.4562], [3.2312, -1.5218, -1.2533], [-0.4644, -0.7069, -0.5819], [-0.3545, -0.7797, 4.3186], [-3.4897, 1.3038, -1.6759], [-0.9718, -2.5814, 0.4632], [2.0942, -0.4480, -3.2898], [-0.6607, -0.5736, 0.9585], [-1.3289, -1.9272, -0.6595], [-0.4372, -1.1439, 0.4857], [-2.1189, 2.0188, 2.4539], [-2.0300, 0.9958, -1.8313], [-0.3710, -0.6892, 0.5914], [-1.6053, -1.1544, 0.1308], [-0.2625, 2.7445, 0.2534], [1.3364, 3.0612, -0.9197], [0.3767, 1.9266, 2.2664]],
  "mulliken_charge": [-0.33, 0.06, -0.57, -0.30, -0.19, 0.71, -0.09, -0.35, -0.84, 0.23, 0.20, 0.16, 0.18, 0.50, 0.23, 0.23, 0.29, 0.37, 0.18, 0.26, 0.23, 0.21, -0.47, -0.57, -0.33],
  "mol_weight_g_mol": 163.2,
  "homo_ev": -8.17,
  "orbital_gap_ev": 8.9,
  "smiles": "NCc1ccncc1NC1CC1",
  "charge": 0
}

---

Repeat the first record exactly.
{
  "formula": "C6H13N5",
  "method": "ωB97M-V with the def2-TZVPD basis set",
  "symbols": ["C", "C", "C", "C", "C", "C", "N", "N", "N", "N", "N", "H", "H", "H", "H", "H", "H", "H", "H", "H", "H", "H", "H", "H"],
  "coordinates": [[-0.1874, 0.2871, -1.7872], [0.0588, 0.3105, -0.3173], [0.8001, 1.0367, 2.1813], [-1.1211, -0.8536, -2.2055], [1.0712, 0.7936, 3.6348], [-1.8878, -0.6052, -3.4232], [-0.2938, 1.4758, 1.6588], [1.7663, 0.5632, 1.3391], [2.4752, -0.4601, 1.6449], [-1.0868, -1.8467, -1.4857], [-0.5477, 1.2262, 0.3861], [0.8056, 0.1403, -2.3269], [-0.5497, 1.2260, -2.1694], [2.0559, 0.6910, 4.0245], [0.4648, 0.0187, 3.9505], [0.5497, 1.7111, 4.1639], [-1.7533, 0.2957, -4.0241], [-2.9023, -0.5420, -3.0580], [-1.7433, -1.4129, -4.1490], [2.1848, -1.0722, 2.5108], [3.3631, -0.5833, 1.2857], [-1.6937, -2.6482, -1.4917], [-0.6361, -1.7619, -0.5111], [-1.1924, 2.0102, 0.1689]],
  "forces_ev_per_a": [[0.9493, -0.0301, -0.3951], [0.0321, 0.2100, 0.9277], [0.1854, -1.5651, -0.2781], [2.1363, 4.9693, -2.2384], [-2.2047, 4.6718, 0.7324], [-0.4918, -0.8457, -0.9348], [0.0859, 0.3766, 3.1710], [1.4939, -2.0932, -1.9567], [-4.0198, 0.4513, 3.6403], [-0.0276, -3.2865, 5.0822], [0.7316, 0.8889, -0.7406], [-1.0696, -0.0650, 0.5675], [-0.4196, 0.3937, -0.2662], [0.9290, 0.1310, -0.3537], [-1.2381, -1.9655, 0.6030], [1.1940, -1.6706, -0.7421], [0.7178, 0.2235, 0.7579], [-0.8111, -0.3748, -0.2781], [-0.5087, -0.2777, 0.2971], [0.8148, 1.3147, -2.1300], [2.1730, -0.1538, -1.4090], [-0.3736, -0.4568, -0.9040], [-0.2730, -0.0438, -1.9965], [-0.0055, -0.8020, -1.1559]],
  "mulliken_charge": [-0.45, -0.31, 0.75, 0.60, -1.39, -1.23, -0.89, 0.05, -0.27, -0.13, 0.46, 0.36, 0.43, 0.51, 0.44, 0.35, 0.36, 0.38, 0.40, 0.31, 0.27, 0.32, 0.29, 0.38],
  "mol_weight_g_mol": 155.2,
  "homo_ev": [-17.20, -17.20],
  "orbital_gap_ev": [8.0, 8.0],
  "charge": 2
}